Record 1
ORCA calculation (the ωB97M-V functional and the def2-TZVPD basis) on one molecule with the formula C27H35N5O3 at a distorted geometry.

Last column: Löwdin charge in e.
Geometry (Å):
C  1.6938  -0.5093  8.6716  -0.075
O  2.7274  -0.7628  7.7403  -0.114
C  2.3656  -0.6021  6.4134  -0.224
C  2.4638  -1.7005  5.5669  0.011
C  2.1165  -1.6116  4.2363  -0.020
C  1.6392  -0.4116  3.7069  -0.159
C  1.2412  -0.3405  2.3118  -0.067
C  0.3264  0.5244  1.6803  -0.264
C  -0.5240  1.5940  2.2686  -0.027
N  0.2190  0.2667  0.3835  0.102
N  1.0531  -0.7487  0.1198  0.032
C  1.2742  -1.3612  -1.0816  -0.163
N  0.7008  -0.9189  -2.2261  -0.041
C  0.3829  -1.8080  -3.3235  -0.136
C  -1.1152  -2.1312  -3.3261  -0.108
C  -1.9886  -0.8697  -3.3576  -0.224
C  -1.9253  -0.1957  -4.7287  -0.413
O  -1.0183  -0.4210  -5.5133  0.050
N  -2.9230  0.6588  -5.0517  -0.046
C  -4.0594  1.0627  -4.2562  -0.155
C  -4.0188  2.5717  -3.9957  -0.176
C  -3.9768  3.3313  -5.3183  -0.207
C  -2.7931  2.8426  -6.1479  -0.172
C  -2.8824  1.3305  -6.3384  -0.142
C  -1.5276  0.0948  -2.2551  -0.115
C  -0.0201  0.3287  -2.3482  -0.142
C  2.1643  -2.4288  -1.0400  0.034
C  2.7710  -2.8141  0.1625  -0.332
C  3.7306  -3.9616  0.1872  -0.032
N  2.5406  -2.2007  1.3008  0.157
C  1.6933  -1.1779  1.2835  -0.187
C  1.5838  0.6999  4.5437  0.054
C  1.9514  0.6228  5.8782  -0.212
O  1.8593  1.7797  6.6361  -0.112
C  3.0868  2.2313  7.1746  -0.074
H  2.1474  -0.6003  9.6575  0.092
H  1.2680  0.4903  8.5532  0.087
H  0.8924  -1.2500  8.5694  0.097
H  2.8151  -2.6317  5.9853  0.120
H  2.2055  -2.4696  3.5905  0.096
H  0.0455  2.5150  2.3912  0.081
H  -0.9028  1.2873  3.2408  0.083
H  -1.3551  1.7961  1.5969  0.075
H  0.9458  -2.7356  -3.2480  0.110
H  0.6410  -1.3127  -4.2624  0.121
H  -1.3364  -2.7510  -4.1958  0.123
H  -1.3578  -2.6986  -2.4237  0.124
H  -3.0219  -1.1802  -3.1714  0.135
H  -4.0918  0.5236  -3.3122  0.110
H  -4.9722  0.8236  -4.8186  0.132
H  -4.8964  2.8599  -3.4153  0.113
H  -3.1288  2.8148  -3.4112  0.108
H  -3.8931  4.4033  -5.1328  0.109
H  -4.9046  3.1564  -5.8683  0.113
H  -2.7815  3.3304  -7.1231  0.112
H  -1.8601  3.0836  -5.6347  0.119
H  -2.0152  0.9523  -6.8811  0.118
H  -3.7920  1.0783  -6.8963  0.131
H  -2.0426  1.0519  -2.3291  0.102
H  -1.7482  -0.3326  -1.2747  0.116
H  0.2942  1.0168  -1.5668  0.105
H  0.2282  0.7484  -3.3290  0.133
H  2.4270  -2.9527  -1.9423  0.105
H  3.2284  -4.8806  -0.1113  0.082
H  4.5504  -3.7832  -0.5062  0.081
H  4.1270  -4.0788  1.1911  0.077
H  1.2817  1.6641  4.1699  0.114
H  2.8445  3.0914  7.7974  0.092
H  3.7680  2.5408  6.3739  0.097
H  3.5782  1.4653  7.7796  0.087

Cartesian forces, eV/Å:
C -0.27 0.01 0.22
O 0.17 0.14 -0.56
C 0.00 -0.01 0.17
C 0.03 0.17 0.25
C -0.09 0.01 0.02
C 0.13 -0.07 0.29
C -0.02 -0.09 -0.61
C 0.26 -0.48 -0.17
C 0.04 0.00 -0.09
N -0.78 0.70 -0.11
N 0.48 -0.29 0.65
C 0.31 -0.23 -0.35
N 0.04 0.07 0.40
C -0.01 -0.48 -0.31
C 0.08 0.18 -0.20
C 0.00 -0.15 -0.02
C -0.23 -0.29 0.32
O 0.36 -0.15 -0.14
N -0.21 0.22 -0.30
C -0.09 0.16 0.44
C -0.22 -0.10 -0.18
C 0.28 0.07 0.15
C -0.30 -0.11 -0.08
C 0.43 0.16 -0.30
C 0.11 0.01 -0.10
C -0.31 0.61 0.12
C -0.12 -0.02 0.01
C -0.20 0.16 0.05
C 0.00 0.02 -0.01
N 0.49 -0.47 0.20
C -0.34 0.55 0.03
C 0.06 -0.08 0.09
C 0.05 0.13 0.20
O -0.26 -0.51 -0.22
C 0.32 0.14 0.09
H -0.07 0.00 -0.01
H 0.05 -0.05 0.00
H 0.06 0.04 0.01
H 0.02 -0.09 0.07
H 0.00 -0.06 0.03
H -0.02 0.07 0.08
H -0.04 0.05 0.07
H -0.05 0.02 0.01
H 0.01 0.08 0.00
H 0.05 -0.12 0.15
H 0.00 -0.06 0.03
H -0.01 -0.02 0.00
H 0.08 0.08 0.00
H 0.00 -0.05 -0.08
H 0.02 -0.03 0.10
H 0.00 0.01 0.07
H 0.01 -0.02 0.08
H -0.08 0.03 -0.03
H -0.07 0.03 -0.03
H 0.06 0.03 -0.03
H 0.08 0.01 -0.02
H -0.21 0.03 0.03
H 0.01 -0.01 0.00
H -0.07 0.08 0.03
H -0.01 0.06 0.01
H -0.05 -0.07 -0.34
H 0.04 -0.01 0.03
H -0.01 0.04 -0.10
H 0.01 -0.09 -0.04
H 0.08 -0.05 -0.06
H 0.03 -0.02 0.02
H -0.03 0.14 -0.02
H 0.07 -0.01 -0.02
H -0.05 -0.01 0.05
H -0.05 0.03 -0.02

## Properties
**Energy relative to the best compared isomer or geometry (same formula, charge and spin)**: 195.0 kJ/mol
**LUMO level**: 0.693 eV
**Total charge**: 0
**SMILES**: COc1ccc(-c2c(C)nn3c(N4CCC(C(=O)N5CCCCC5)CC4)cc(C)nc23)cc1OC
**Gap between HOMO and LUMO**: 7.811 eV

***

Record 2
ORCA calculation (the ωB97M-V functional and the def2-TZVPD basis) on one molecule with the formula C13H19NO2 at a distorted geometry.

Last column: Löwdin charge in e.
Geometry (Å):
C  2.8675  -2.6038  0.2934  -0.086
C  1.9880  -1.6426  -0.4044  -0.398
C  2.6613  -0.7846  -1.3441  -0.063
C  1.6493  -0.6103  0.9381  -0.127
N  0.6866  0.4262  0.7768  -0.013
C  -0.5233  0.1492  0.1876  -0.139
C  -1.6603  -0.0850  1.6704  0.011
C  -1.2467  -1.1015  2.4483  -0.645
O  -0.6546  -1.1809  3.4851  0.102
O  -1.6362  -2.2677  1.8398  0.050
C  -1.2981  1.2549  -0.4524  -0.173
C  -0.6938  2.3693  -0.8347  -0.108
C  -1.1705  3.4304  -1.4897  -0.057
C  -2.3696  3.1672  -2.2689  0.021
C  -2.9787  1.8839  -1.9290  -0.121
C  -2.6079  0.9407  -1.1554  -0.041
H  2.9759  -3.2796  -0.6331  0.111
H  2.2542  -3.1767  1.0582  0.111
H  3.7951  -2.2686  0.5419  0.048
H  1.0620  -2.0355  -0.5540  0.088
H  2.1007  0.0962  -1.5674  0.081
H  2.6411  -1.5414  -2.2525  0.145
H  3.4798  -0.4870  -1.0626  -0.010
H  2.5491  -0.1843  1.3630  0.124
H  1.3104  -1.2365  1.7369  0.079
H  0.8315  1.0732  1.3338  0.019
H  -0.6887  -0.8878  -0.1913  0.158
H  -2.4542  0.1947  1.4318  -0.032
H  -1.3292  0.9278  2.3706  0.206
H  -1.2092  -3.0205  2.3790  0.159
H  0.3592  2.7748  -0.1408  0.195
H  -0.8794  4.3708  -1.6354  0.062
H  -2.9224  3.8222  -2.6049  0.000
H  -4.0190  1.5016  -2.4656  0.160
H  -2.8701  0.0111  -0.8685  0.083

Cartesian forces, eV/Å:
C -3.36 -4.24 -3.06
C 0.78 4.89 7.40
C -8.55 -4.74 -6.49
C -0.07 -1.81 -1.04
N 0.02 -7.30 -8.16
C -3.18 -0.49 4.08
C 13.57 5.24 2.68
C -0.50 -5.21 1.34
O 0.89 0.78 0.87
O 1.04 -2.54 0.77
C -1.69 -3.08 -2.84
C 6.44 3.05 5.23
C -6.41 -2.26 -4.52
C 6.05 -8.16 7.29
C -5.83 2.48 -6.10
C 7.57 0.66 4.95
H 0.71 -0.23 1.68
H 1.30 0.67 -0.65
H 2.41 1.02 1.15
H -2.37 -1.21 -1.43
H -0.76 0.47 -0.54
H 0.96 2.19 0.75
H 9.08 2.49 2.83
H 0.57 0.24 -0.46
H -0.22 -1.07 0.51
H 0.77 8.00 6.18
H 0.71 1.15 -0.28
H -12.93 2.70 -3.81
H -0.64 -2.39 -2.06
H -1.04 1.58 -1.06
H -2.77 -1.88 -2.21
H 2.27 3.44 0.17
H -5.04 6.57 -4.10
H 2.38 1.80 0.84
H -2.19 -2.83 0.09

## Properties
**Energy relative to the best compared isomer or geometry (same formula, charge and spin)**: 1058.9 kJ/mol
**LUMO level**: 0.354 eV
**Total charge**: 0
**SMILES**: CC(C)CN[C@@H](CC(=O)O)c1ccccc1
**Gap between HOMO and LUMO**: 8.396 eV

***

Record 3
ORCA calculation (the ωB97M-V functional and the def2-TZVPD basis) on C30H37BrN3O5S2V as an isolated structure at a distorted geometry.

Last column: Löwdin charge in e.
Geometry (Å):
V  -0.0738  -1.1271  0.4502  0.755
C  5.9786  -2.8259  2.3319  0.003
C  5.3600  -1.5701  1.7059  -0.503
O  6.0898  -0.5479  1.4508  -0.038
N  4.0453  -1.6015  1.5427  0.110
C  3.3228  -0.3293  1.1771  -0.109
C  2.3832  0.1797  2.2429  -0.302
C  2.8722  0.8076  3.3869  0.002
C  1.9500  1.2525  4.3528  -0.055
C  0.5985  1.0215  4.1443  -0.068
C  0.2567  0.3373  3.0173  -0.112
N  1.0990  -0.0604  2.0451  0.030
H  5.1539  -3.5384  2.4948  0.061
H  6.3744  -2.6695  3.3636  0.092
H  6.7205  -3.2514  1.6722  0.072
H  3.4295  -2.2811  1.9510  0.079
H  2.8064  -0.4511  0.1801  0.098
H  4.0253  0.4488  0.9921  0.097
H  3.8805  1.1054  3.3817  0.102
H  2.3330  1.7894  5.2584  0.117
H  -0.2237  1.3372  4.8445  0.125
H  -0.8237  0.1296  2.7319  0.122
C  -3.3892  5.7170  -0.3037  -0.057
C  -2.7589  5.3912  -1.6701  -0.539
C  -1.6716  6.4059  -1.9640  -0.077
C  -3.9273  5.5237  -2.6851  -0.073
C  -2.0889  3.9397  -1.5972  -0.180
C  -0.8144  3.7034  -1.1874  -0.115
C  -0.3524  2.3671  -1.0608  -0.505
Br  1.4869  2.2132  -0.4319  0.765
C  -1.1008  1.2326  -1.3073  -0.405
O  -0.7386  0.0359  -1.0147  -0.287
C  -2.4581  1.4215  -1.8108  -0.069
C  -2.8381  2.7923  -1.9311  0.020
C  -3.3656  0.2521  -2.1139  -0.536
C  -4.5921  0.7170  -2.8473  -0.085
C  -2.5680  -0.7552  -3.0135  -0.023
C  -3.8265  -0.3544  -0.7807  -0.009
H  -3.8403  6.7599  -0.3689  0.100
H  -2.6731  5.6231  0.4457  0.057
H  -4.2370  5.0103  -0.1965  0.089
H  -1.9878  7.4827  -1.9869  0.093
H  -1.4637  6.2505  -3.0357  0.094
H  -0.7918  6.2814  -1.3712  0.055
H  -4.0633  6.6077  -2.7234  0.071
H  -4.8412  5.0943  -2.3171  0.061
H  -3.7794  5.1585  -3.7309  0.096
H  -0.3527  4.5964  -0.8991  0.066
H  -3.8824  2.9090  -2.3372  0.096
H  -4.3903  1.3244  -3.7034  0.074
H  -5.1499  1.3823  -2.1636  0.083
H  -5.1583  -0.1956  -3.1075  0.094
H  -2.2512  -0.1961  -3.8918  0.087
H  -3.2152  -1.4702  -3.4546  0.059
H  -1.6930  -1.2512  -2.6559  0.034
H  -4.4753  0.4157  -0.4069  0.085
H  -3.0240  -0.7424  -0.2170  0.039
H  -4.4340  -1.1909  -1.0960  0.082
C  -2.4270  -2.0864  2.0479  -0.287
O  -1.7947  -1.0486  1.4306  -0.465
H  -1.7509  -2.6223  2.7386  0.065
H  -2.8339  -2.8215  1.4318  0.044
H  -3.1556  -1.6927  2.7871  0.073
O  0.6159  -5.4348  2.0794  -0.300
S  1.5133  -4.3239  1.7052  0.642
O  2.0425  -3.5214  2.7652  -0.304
N  0.8131  -3.3310  0.5993  -0.174
C  1.4314  -3.3528  -0.5784  -0.825
S  0.9791  -2.2913  -1.8015  0.728
C  2.5191  -4.3547  -0.6068  -0.197
C  3.3712  -4.7690  -1.6587  -0.012
C  4.2981  -5.7546  -1.3749  -0.075
C  4.3520  -6.4160  -0.1224  -0.050
C  3.4867  -5.9988  0.9027  -0.046
C  2.7305  -4.8936  0.6656  -0.280
H  3.3253  -4.2015  -2.6311  0.127
H  5.0704  -5.9792  -2.1099  0.102
H  4.9977  -7.2527  0.0875  0.097
H  3.5650  -6.4614  1.8623  0.117

Cartesian forces, eV/Å:
V 0.01 -0.27 -0.53
C -1.28 -0.06 0.68
C 3.38 2.27 0.66
O -2.04 -2.85 0.44
N -1.64 2.45 -0.66
C -0.28 -0.85 -1.11
C 0.74 -0.90 -0.27
C -2.05 0.50 -0.01
C 1.25 0.36 0.46
C -0.32 0.31 1.31
C -2.53 -0.29 -1.74
N -0.83 -0.35 0.84
H 0.37 -0.13 -0.28
H 0.01 0.39 -1.01
H 0.26 -0.05 -0.02
H 0.16 -0.66 0.29
H 0.17 -0.14 1.19
H 1.03 0.28 -0.05
H 1.23 0.01 0.39
H -0.49 -0.49 -0.95
H 1.18 -0.32 -0.74
H 1.27 0.15 0.62
C -2.22 0.51 -2.10
C 0.20 -1.35 0.56
C -0.82 0.91 -2.20
C 1.05 0.41 -0.59
C -2.04 -0.06 -0.95
C -0.61 -1.44 0.07
C 0.99 2.13 0.24
Br -0.65 -0.08 -0.27
C -2.02 -0.57 0.22
O 0.92 -0.08 0.16
C 1.49 3.32 0.32
C -1.94 -1.69 -0.79
C 1.92 -0.33 -0.05
C -0.74 -0.37 0.67
C -0.59 1.40 -0.66
C -0.64 -0.15 -2.41
H 0.64 -1.09 0.37
H 0.99 -0.06 1.56
H 0.52 0.32 0.54
H -0.08 -0.87 0.68
H 0.72 -0.08 0.30
H 0.48 0.16 0.26
H -0.38 0.01 -0.30
H -0.36 -0.32 0.23
H 0.31 0.16 0.88
H 1.82 0.42 0.57
H 1.21 0.33 0.56
H 0.28 0.09 -0.88
H -0.26 -0.56 -0.30
H -0.15 0.65 -0.01
H 0.29 0.31 -0.16
H -0.98 -1.03 -0.06
H 0.29 -0.08 0.83
H -0.08 0.06 1.24
H 0.70 0.24 1.15
H -0.57 -0.50 0.21
C 1.04 1.10 2.93
O 0.64 0.45 -0.62
H 0.26 -0.34 -0.10
H -1.11 -1.23 -1.38
H -0.47 -0.22 -0.52
O 1.55 1.75 -0.52
S -3.38 -1.19 0.54
O 0.62 0.44 0.81
N -0.11 0.63 0.31
C -0.46 0.16 0.01
S 0.55 -0.48 0.29
C 1.63 -0.59 -0.36
C -0.87 1.49 0.13
C 0.83 -0.60 0.41
C -1.13 0.82 -0.20
C 2.04 -0.36 -0.86
C -0.66 -0.63 -1.54
H 0.04 -0.93 1.08
H -0.34 -0.19 0.00
H 0.31 0.00 -0.29
H -0.26 -0.19 0.50

## Properties
**Energy relative to the best compared isomer or geometry (same formula, charge and spin)**: 21.6 kJ/mol
**LUMO level (spin up / spin down)**: 1.709 / 1.708 eV
**Multiplicity**: 4
**Total charge**: -1
**Gap between HOMO and LUMO (spin up / spin down)**: 5.681 / 6.441 eV